12
Properties=species:S:1:pos:R:3 method="wB97M-V/def2-TZVPD" relative_energy_kcal_mol=68.07 gap_ha=0.3518 e_homo_ev=-14.11 e_lumo_ev=-4.54 spin_multiplicity=1 total_charge=+1
O -0.631 0.623 -1.000
N 0.279 2.162 -2.908
C 0.377 2.033 -1.737
C -0.434 0.033 0.093
C -0.446 -0.523 1.303
C 0.226 -1.898 1.658
H -0.402 -2.749 1.258
H 0.749 2.343 -0.764
H 0.351 -2.006 2.731
H -1.217 -0.101 1.859
H 1.246 -1.935 1.319
H -0.098 2.018 -3.812